No. 1
Entry from the OMol25 dataset: a cluster of 5 separate species, C4H19NO4 in total (ωB97M-V with the def2-TZVPD basis set).

XYZ file:
```
28
Properties=species:S:1:pos:R:3
C 1.33993 -3.27078 0.62722
C 0.66143 -1.92676 0.83441
N 1.61202 -0.91107 1.28868
C 2.38039 -0.03349 0.26982
C 2.53931 1.30638 1.01410
H 1.68257 -3.51366 1.64038
H 2.36494 -3.39016 0.04296
H 0.60841 -4.06911 0.43940
H 0.04082 -1.68971 -0.17893
H -0.10293 -2.05638 1.64077
H 2.43331 -1.33161 1.80327
H 3.35022 -0.65409 -0.02227
H 1.80681 -0.01344 -0.52437
H 1.60542 1.91496 0.74950
H 2.29532 1.19354 2.08228
H 3.48469 1.82003 0.94011
O -1.61357 -1.19337 -2.20115
H -0.73031 -1.00742 -1.86206
H -1.63364 -0.68560 -3.05453
O -2.24220 0.33389 0.24301
H -2.65880 -0.48654 0.57632
H -1.85010 0.04596 -0.52356
O -1.71546 2.60476 -2.09407
H -1.88357 2.62341 -1.09083
H -1.50743 1.54828 -2.17005
O -1.78492 2.64985 0.57217
H -2.32575 2.26575 1.31891
H -0.94126 2.25018 0.53893
```

Multiplicity = 1
E_HOMO = -9.0 eV
ΔE to the lowest compared entry with this formula, charge and spin = 66.9 kcal/mol
HOMO-LUMO gap = 9.172 eV
Net charge = 0
SMILES string = CCNCC.O.O.O.O
Molar mass = 145.2 g/mol
Calculated total energy = -14133.4457 eV
Maximum force = 6.66 eV/Å

=====

No. 2
Entry from the OMol25 dataset: an isolated molecule of C4H2 (ωB97M-V with the def2-TZVPD basis set).

XYZ file:
```
6
Properties=species:S:1:pos:R:3
C -1.29473 -1.05677 -0.92417
C -0.39129 -0.47154 -0.35404
C 0.57756 0.34704 0.23729
C 1.14848 1.18910 0.98375
H -1.99691 -1.74576 -1.43293
H 1.75686 1.69882 1.77589
```

Multiplicity = 1
E_HOMO = -9.7 eV
ΔE to the lowest compared entry with this formula, charge and spin = 10.5 kcal/mol
HOMO-LUMO gap = 10.444 eV
Net charge = 0
SMILES string = C#CC#C
Molar mass = 50.1 g/mol
Calculated total energy = -4175.9776 eV
Maximum force = 4.56 eV/Å